(1)
Molecular formula: C11H30As7F42N3O3
Method: DFT, wB97M-V/def2-TZVPD

```
96
Properties=species:S:1:pos:R:3:lowdin_charge:R:1
C 2.055 0.176 2.158 0.03
N 1.929 -1.294 2.442 -0.38
C 3.253 -1.902 2.349 -0.02
C 1.536 -1.468 3.871 0.01
C 0.994 -1.966 1.475 -0.11
C 0.539 -3.377 1.817 -0.19
O -0.351 -3.589 2.918 -0.04
H 1.032 0.594 2.320 0.12
H 2.313 0.333 1.071 0.12
H 2.822 0.540 2.806 0.10
H 3.934 -1.412 3.047 0.11
H 3.661 -1.757 1.301 0.14
H 3.177 -3.003 2.573 0.13
H 1.814 -2.444 4.225 0.10
H 0.466 -1.246 3.973 0.10
H 2.200 -0.778 4.458 0.12
H 1.512 -1.997 0.507 0.13
H 0.158 -1.245 1.400 0.10
H 1.376 -4.030 1.954 0.10
H 0.043 -3.744 0.909 0.14
H -1.137 -3.169 2.643 0.02
C -3.145 3.677 -1.056 0.01
C -4.576 3.385 -0.815 -0.43
O -5.525 4.011 -1.099 0.17
N -4.883 2.069 -0.093 0.05
H -4.484 1.276 -0.587 0.10
H -4.377 1.965 0.837 0.15
C -6.310 1.808 0.169 -0.01
H -2.484 2.807 -0.856 0.09
H -2.914 4.541 -0.394 0.12
H -3.021 3.935 -2.126 0.10
H -6.276 0.811 0.638 0.10
H -6.870 1.824 -0.751 0.09
H -6.674 2.489 0.978 0.09
C 0.052 0.174 -1.334 0.02
C 0.907 -0.296 -2.426 -0.43
O 1.803 -1.094 -2.244 0.15
N 0.623 0.165 -3.776 0.10
H -0.381 0.088 -3.987 0.14
H 0.928 1.139 -3.737 0.10
C 1.412 -0.434 -4.962 0.05
H 0.009 -0.740 -0.755 0.07
H -0.998 0.411 -1.535 0.08
H 0.564 1.003 -0.760 0.13
H 2.491 -0.192 -4.849 0.11
H 1.050 0.098 -5.848 0.10
H 1.326 -1.511 -5.050 0.10
As 1.251 4.023 -3.339 0.77
F -0.338 3.357 -2.767 -0.30
F 0.891 3.545 -4.948 -0.24
F 2.861 4.527 -3.810 -0.26
F 1.710 4.442 -1.695 -0.27
F 1.903 2.371 -3.027 -0.28
F 0.517 5.529 -3.529 -0.23
As 2.121 -7.343 -0.802 0.86
F 0.526 -6.669 -0.837 -0.28
F 1.517 -8.588 -1.937 -0.31
F 3.729 -8.145 -0.559 -0.32
F 2.586 -6.020 0.293 -0.30
F 1.588 -8.300 0.603 -0.31
F 2.752 -6.433 -2.271 -0.32
As 5.139 0.990 7.647 0.76
F 5.635 1.937 6.279 -0.28
F 3.666 0.432 6.699 -0.33
F 4.732 -0.140 8.901 -0.28
F 6.585 1.521 8.509 -0.30
F 4.363 2.375 8.317 -0.26
F 6.102 -0.338 7.013 -0.30
As -5.914 4.922 3.176 0.79
F -5.096 3.714 2.115 -0.29
F -6.052 5.953 1.756 -0.28
F -6.806 5.942 4.171 -0.23
F -5.847 3.628 4.349 -0.27
F -4.416 5.574 3.731 -0.25
F -7.496 4.218 2.486 -0.35
As 6.851 -1.155 -6.106 0.71
F 6.425 -1.288 -4.437 -0.27
F 5.195 -0.673 -6.436 -0.29
F 7.329 -1.067 -7.802 -0.30
F 8.502 -1.705 -5.787 -0.30
F 6.355 -2.756 -6.198 -0.25
F 7.379 0.551 -5.951 -0.31
As -3.936 -0.186 -3.290 0.86
F -4.061 0.357 -4.977 -0.27
F -3.639 1.509 -2.837 -0.27
F -3.644 -0.472 -1.530 -0.28
F -4.059 -1.843 -3.681 -0.22
F -2.155 -0.264 -3.561 -0.30
F -5.653 -0.065 -2.892 -0.26
As -2.961 -0.655 2.165 0.68
F -3.001 -2.216 2.920 -0.24
F -3.856 0.013 3.521 -0.25
F -2.934 0.857 1.409 -0.23
F -2.035 -1.265 0.870 -0.23
F -4.443 -0.920 1.313 -0.24
F -1.441 -0.407 2.968 -0.25
```

charge	-4
DFT total energy	-20672.96619	Ha



(2)
Molecular formula: C29H36N4O7S
Method: DFT, wB97M-V/def2-TZVPD

```
77
Properties=species:S:1:pos:R:3:lowdin_charge:R:1
C -5.332 -0.711 -1.358 -0.01
H -4.935 -0.245 -0.514 0.02
H -6.307 -0.690 -1.502 0.00
H -4.999 -0.115 -2.294 0.08
C -4.743 -2.284 -1.708 -0.12
N -3.378 -2.168 -1.422 -0.09
C -2.698 -2.359 -0.179 -0.48
O -1.412 -2.252 -0.467 -0.05
C -3.461 -2.355 0.851 -0.38
H -3.740 -3.446 1.049 0.16
H -4.282 -1.465 1.031 0.17
S -2.407 -2.010 2.250 1.13
C -1.694 -0.698 1.785 -0.58
N -2.349 0.186 1.011 0.09
C -1.973 1.330 0.478 -0.27
C -0.981 1.956 1.406 -0.08
C -0.494 3.140 1.008 0.08
C -1.238 3.855 0.015 -0.14
C -2.129 3.362 -0.828 -0.24
C -2.668 2.036 -0.331 0.09
H -3.480 1.486 -1.062 0.17
O -2.836 4.180 -1.574 0.05
C -1.977 5.395 -1.577 -0.07
O -1.094 5.211 -0.416 -0.01
H -2.654 6.292 -1.665 0.14
H -1.365 5.488 -2.594 0.16
H 0.272 3.601 1.501 0.11
C -0.136 1.431 2.277 -0.36
O 0.699 1.681 3.029 0.17
N -0.600 -0.071 2.629 0.01
C 0.116 -0.742 3.454 -0.30
H 0.731 -0.195 3.920 0.05
C 0.963 -1.898 2.828 -0.17
C 1.974 -1.471 1.864 -0.16
C 2.483 -2.386 0.845 -0.40
O 3.732 -2.416 0.786 0.03
N 1.586 -2.814 -0.145 0.03
H 0.617 -2.434 0.348 0.20
C 1.882 -3.335 -1.244 -0.41
H 1.190 -4.152 -1.345 0.14
C 1.725 -2.412 -2.206 -0.17
C 2.058 -0.939 -1.672 -0.16
C 1.271 -0.048 -1.423 -0.13
C 1.851 1.009 -0.866 -0.05
C 3.163 1.363 -0.825 -0.07
C 4.279 0.214 -1.233 -0.24
C 3.659 -0.956 -1.765 0.08
H 4.350 -1.786 -2.118 0.12
O 5.481 0.573 -1.133 0.00
C 6.173 -0.570 -1.095 -0.15
H 7.295 -0.265 -0.806 0.13
H 5.955 -1.434 -0.603 0.05
H 6.610 -0.885 -2.289 0.17
O 3.953 2.285 -0.077 -0.08
C 3.212 3.217 0.658 -0.10
H 2.462 3.938 0.091 0.12
H 2.492 2.724 1.256 0.05
H 3.717 3.986 1.054 0.05
H 1.257 2.013 -0.517 0.15
H 0.441 -0.129 -1.210 0.01
H 2.182 -2.737 -3.380 0.20
H 0.620 -2.256 -2.439 0.10
H 3.006 -3.640 -1.283 0.18
H 2.695 -1.010 2.572 0.15
H 1.606 -0.608 1.368 0.10
H 0.308 -2.662 2.272 0.10
H 1.414 -2.648 3.633 0.16
H -0.548 -1.187 4.326 0.17
C -2.732 -1.964 -2.646 -0.35
C -2.211 -3.145 -2.989 -0.15
H -1.658 -2.903 -4.200 0.19
H -3.104 -3.781 -3.535 0.13
H -1.724 -3.827 -2.763 -0.07
H -3.192 -1.013 -3.543 0.24
H -1.602 -1.499 -2.507 0.15
H -4.927 -2.524 -2.609 0.04
H -5.241 -2.676 -0.831 0.11
```

charge	0
DFT total energy	-2269.53618	Ha



(3)
Molecular formula: C4H5NO2
Method: DFT, wB97M-V/def2-TZVPD

```
12
Properties=species:S:1:pos:R:3:lowdin_charge:R:1
C -1.813 1.063 -0.051 0.02
C -0.908 0.173 -0.495 -0.14
C -0.305 -0.949 0.344 -0.18
O 0.915 -1.458 -0.274 -0.11
N 1.965 -0.778 0.250 0.08
C 2.645 0.168 -0.073 -0.31
O 3.427 0.995 -0.041 0.20
H -1.959 1.903 -0.712 0.05
H -2.473 1.007 0.730 0.03
H -0.280 0.270 -1.421 0.12
H -1.071 -1.797 0.439 0.15
H -0.143 -0.598 1.304 0.09
```

charge	0
DFT total energy	-360.51391	Ha
SMILES string	C=CCON=C=O



(4)
Molecular formula: C8H10DyO5
Method: DFT, wB97M-V/def2-TZVPD

```
24
Properties=species:S:1:pos:R:3:mulliken_spin:R:1
Dy 0.004 0.148 -1.007 4.99
C 0.000 1.475 1.496 0.00
O -0.057 2.475 2.090 0.00
C -0.051 2.568 -0.999 -0.02
O -0.076 3.659 -0.608 0.00
C -2.028 1.198 0.027 -0.01
O -2.691 1.741 0.815 0.00
C 2.028 1.333 -0.073 0.00
O 2.711 1.858 0.705 0.00
C -0.041 -0.507 -3.519 0.00
H 0.893 -1.091 -3.521 0.00
H -0.976 -1.089 -3.496 0.00
C -0.045 0.814 -3.872 0.02
H -0.974 1.352 -4.113 0.00
H 0.878 1.351 -4.139 0.00
C -0.258 -1.978 3.066 0.00
C 0.654 -1.873 1.877 0.00
O -0.147 -1.561 0.641 0.01
H -0.752 -1.041 3.320 0.00
H 0.326 -2.112 3.973 0.00
H -0.988 -2.782 2.943 0.00
H 1.358 -1.052 2.003 0.00
H 1.198 -2.806 1.670 0.00
H -0.966 -2.081 0.719 0.00
```

charge	+3
spin multiplicity	6
DFT total energy	-1570.82990	Ha



(5)
Molecular formula: C22H27N4
Method: DFT, wB97M-V/def2-TZVPD

```
53
Properties=species:S:1:pos:R:3:lowdin_charge:R:1
C 2.374 0.587 4.964 -0.05
C 1.869 0.351 3.570 -0.26
C 0.811 1.124 3.065 -0.02
C 0.300 0.890 1.783 -0.04
C 0.720 -0.232 1.078 -0.21
C 0.132 -0.593 -0.296 -0.21
N 0.419 0.386 -1.338 0.17
C 1.504 0.510 -2.157 -0.20
N 2.764 0.047 -2.030 -0.06
C 3.399 -0.697 -0.966 0.00
C 3.612 0.512 -3.118 -0.10
C 2.667 1.259 -4.023 -0.10
N 1.409 1.199 -3.315 -0.09
C 0.216 1.789 -3.897 0.00
C -1.351 -0.761 -0.243 -0.11
C -2.184 -0.622 -1.350 -0.02
N -3.497 -0.561 -0.932 -0.10
C -4.662 -0.466 -1.791 -0.01
C -3.541 -0.685 0.459 -0.16
C -4.656 -0.677 1.286 -0.01
C -4.447 -0.908 2.654 -0.07
C -3.144 -1.113 3.143 -0.07
C -2.025 -1.103 2.296 -0.02
C -2.208 -0.874 0.933 -0.11
C 1.668 -1.092 1.656 -0.07
C 2.368 -0.695 2.788 -0.03
H 3.237 -0.050 5.181 0.08
H 2.650 1.635 5.122 0.09
H 1.617 0.337 5.718 0.09
H 0.383 1.916 3.669 0.12
H -0.494 1.518 1.372 0.13
H 0.588 -1.543 -0.620 0.15
H -0.380 0.865 -1.732 0.11
H 2.673 -1.237 -0.368 0.04
H 4.074 -1.436 -1.424 0.11
H 3.997 -0.023 -0.336 0.12
H 4.405 1.153 -2.720 0.14
H 4.085 -0.344 -3.613 0.14
H 2.989 2.289 -4.182 0.14
H 2.598 0.764 -5.003 0.14
H -0.676 1.167 -3.713 0.09
H 0.047 2.819 -3.537 0.11
H 0.387 1.829 -4.981 0.10
H -1.938 -0.522 -2.401 0.12
H -5.554 -0.472 -1.151 0.08
H -4.643 0.453 -2.398 0.10
H -4.701 -1.321 -2.483 0.10
H -5.655 -0.536 0.871 0.10
H -5.300 -0.960 3.337 0.11
H -3.004 -1.296 4.205 0.10
H -1.023 -1.263 2.690 0.11
H 1.844 -2.078 1.203 0.12
H 3.274 -1.235 3.076 0.12
```

charge	+1
DFT total energy	-1073.34150	Ha
SMILES string	Cc1ccc([C@H]([NH+]=C2N(C)CCN2C)c2cn(C)c3ccccc23)cc1



(6)
Molecular formula: C3H10N5
Method: DFT, wB97M-V/def2-TZVPD

```
18
Properties=species:S:1:pos:R:3:lowdin_charge:R:1
C -1.749 -0.356 0.110 -0.43
C 0.823 -0.406 0.122 -0.30
C 1.431 -0.179 -1.270 -0.01
N -0.867 -1.182 -0.403 0.15
N -1.139 0.729 1.012 0.03
N -3.085 -0.413 -0.161 0.15
N 1.496 -0.941 1.226 0.15
N 0.094 1.030 0.498 0.04
H 0.561 0.212 -1.842 0.10
H 1.755 -1.084 -1.566 0.05
H 2.257 0.529 -1.164 0.10
H -1.717 1.516 1.253 0.13
H -3.420 -1.163 -0.740 0.12
H -3.652 0.175 0.473 0.13
H 2.147 -1.606 0.965 0.08
H 1.000 -1.373 1.959 0.10
H 0.670 1.389 1.345 0.22
H 0.120 1.619 -0.366 0.18
```

charge	+1
DFT total energy	-393.74012	Ha



Q: What is the formula in the first record?
A: C11H30As7F42N3O3